(1)
This record from OMol25 describes the molecule C5H8O2. The level of theory is ωB97M-V with the def2-TZVPD basis set.

The geometry in XYZ format:
```
15
Properties=species:S:1:pos:R:3
C 1.530 0.240 -1.096
C 1.001 -0.572 0.088
O 1.585 -1.547 0.533
C -0.325 -0.241 0.675
O -0.570 -0.888 1.883
C -1.448 -0.168 -0.345
C -1.103 1.031 0.484
H 2.214 -0.368 -1.699
H 0.755 0.673 -1.742
H 2.106 1.059 -0.653
H 0.201 -1.458 2.043
H -2.301 -0.771 -0.070
H -1.227 -0.120 -1.411
H -0.622 1.885 0.014
H -1.797 1.244 1.295
```

Properties
calculated total energy: -9408.6726 eV
energy above the lowest of the compared OMol25 structures with the same formula, charge and spin: 111.9 kJ/mol
E_HOMO: -9.602 eV
SMILES: CC(=O)C1(O)CC1
largest force on an atom: 0.77 eV/A
Kohn-Sham gap: 0.3864 Ha

natural (NBO) atomic charge list, values in e, 5 entries: C -0.72; C 0.58; O -0.57; C 0.13; O -0.70

(2)
This record from OMol25 describes a structure of composition C5H8O2. The level of theory is ωB97M-V with the def2-TZVPD basis set.

The geometry in XYZ format:
```
15
Properties=species:S:1:pos:R:3
C -0.515 -1.449 0.783
C -0.095 -0.211 0.210
O -0.793 -0.658 -1.455
C -0.876 1.061 0.478
O -0.612 2.114 -0.405
C 1.305 0.002 -0.092
C 2.467 0.234 -0.314
H -1.395 -1.413 1.423
H 0.255 -2.163 1.065
H -0.883 -1.529 -0.619
H -0.100 -0.852 -2.110
H -0.660 1.334 1.525
H -1.941 0.829 0.400
H 0.339 2.286 -0.385
H 3.504 0.414 -0.504
```

Properties
calculated total energy: -9404.5282 eV
energy above the lowest of the compared OMol25 structures with the same formula, charge and spin: 511.8 kJ/mol
E_HOMO: -8.628 eV
largest force on an atom: 0.50 eV/A
Kohn-Sham gap: 0.3419 Ha

natural (NBO) atomic charge list, values in e, 5 entries: C -0.78; C 0.18; O -0.87; C -0.09; O -0.69